Here is a molecular structure, C43H51BN2O3SiTi at a distorted geometry from the Open Molecules 2025 dataset. Energies are from ωB97M-V/def2-TZVPD.

Computed properties:
- Relative energy (zero: lowest compared OMol25 entry of this formula, charge and spin): 195.71 kJ/mol
- Gap between HOMO and LUMO: 6.9 eV
- Largest force on an atom: 1.35 eV/A
- HOMO energy: -0.4918 Eh
- LUMO: -6.51 eV

The geometry in ORCA input format:
```
! RIJCOSX wB97M-V def2-TZVPD def2/J DEFGRID3
* xyz 2 1
B 0.27348 -1.58670 0.09721
C -0.59556 4.58322 -0.33841
C -3.79413 0.70731 6.24937
H 1.66001 -5.20871 -0.38499
C -2.74321 -0.03665 4.14747
C 3.76590 0.49021 2.85275
H -2.74991 -3.32742 -0.10045
H 1.85681 -1.32349 -2.04357
H 5.09020 1.47005 -4.54693
C 3.19763 -1.21408 -3.70924
C -2.32553 0.71566 1.93140
H -7.58166 -2.32828 -1.56903
H 2.80024 -0.56478 1.25807
H -2.57532 -4.68956 1.01592
C -0.67292 -4.33928 -1.29103
H -6.10930 -0.59215 -3.76590
C -6.69204 -1.76657 -1.28690
H -5.57991 -0.01525 4.32583
C 3.94191 2.87923 2.59358
O -0.77899 -1.83820 0.94729
H 3.00221 -2.23185 -4.02072
C -5.99958 -1.67475 -3.68363
Si 2.02199 1.43711 -0.75334
C -0.87611 3.67162 -2.56419
C 0.36853 3.62938 -0.06789
C -0.92399 -3.30306 1.07940
H -6.18774 -4.14105 -2.50324
H 0.53193 -3.31991 2.68647
H 4.28435 3.83874 2.95726
C -0.49614 -3.62901 2.49881
H -4.99085 -3.91788 -1.22590
C 3.72153 1.38901 -2.90113
H -6.43846 -2.05641 -0.26465
O -1.93382 2.09374 0.07692
N -0.99900 0.81658 2.14981
C 0.74653 2.69715 -1.05218
H -4.44091 0.42435 7.08034
H 3.10372 3.70585 0.81334
H -6.96374 -2.12951 -3.91118
H -2.82617 0.99764 6.66034
Ti -0.42771 0.67271 0.05468
H -1.31786 -3.56612 -1.70951
H 4.61859 -0.84559 -5.27211
H -1.35936 3.70760 -3.53126
H -2.13423 -1.42708 6.53778
N -1.86998 -0.08384 -1.34487
C 0.04067 -3.85975 -0.03748
H -1.28023 -5.22086 -1.08362
C -1.36986 0.10905 4.37254
C -1.96001 -0.88291 -2.41046
C 3.27123 2.79813 1.38278
C -3.14779 -1.50347 -2.73290
H -6.95691 -0.70718 -1.30072
H -5.00191 -1.67029 4.02655
C 0.09760 2.73032 -2.30889
C -5.05046 -0.86374 4.76283
C -5.28361 -3.59749 -2.22810
C -1.22045 4.59750 -1.57691
H -1.05805 -1.02775 -2.99231
H -4.26792 0.17202 2.61902
C 4.10866 -0.43614 -4.41041
C -3.05220 -1.68191 6.00825
H -5.65448 -1.21755 5.59733
H -0.94829 -0.10676 5.34371
H -2.97535 -3.08866 1.64022
C 2.54273 -0.69819 -2.60079
C -2.96209 0.10755 -0.57607
C 1.01193 -4.92052 0.44141
C -2.51289 1.04558 0.49124
H 0.84867 3.61579 0.90378
C 3.10277 0.40486 1.63894
C 4.37476 0.86622 -4.00529
C -2.39373 -3.62143 0.88574
C -4.15946 -0.52387 -0.80157
H -0.58014 -4.69630 2.70222
H 1.63906 -4.56180 1.25456
H 0.07082 -4.60987 -2.03945
H -0.86883 5.30871 0.41562
H -1.97850 5.34136 -1.78443
H 3.97322 -0.40832 3.41932
H -5.29212 -2.00888 -4.44338
H 0.54799 0.57906 3.49650
H -1.14625 -3.09544 3.19412
H -4.49838 -3.88689 -2.92797
H -4.99416 -0.35314 -0.13799
C 4.18336 1.72700 3.33088
H 4.70998 1.79118 4.27371
H -4.23372 1.57646 5.75717
H -2.83984 -2.50191 5.31868
H 0.38981 2.02601 -3.08099
C 2.79756 0.61026 -2.18889
C -5.56434 -2.08623 -2.26807
H 0.47682 -5.81002 0.77659
C -4.27848 -1.35370 -1.92023
C 2.83936 1.55997 0.89091
H -3.18685 -2.12626 -3.61561
H -3.76039 -2.04605 6.75217
H 3.94124 2.40905 -2.59982
C -0.52434 0.50996 3.35892
C -3.22197 0.26924 2.86821
C -3.66167 -0.47758 5.27573
O 0.82979 -2.68616 -0.44298
*
```

Mulliken atomic charge list, values in e, 4 entries: number 1, B, carries 0.1644; number 2, C, carries -0.9419; number 3, C, carries -1.6622; number 4, H, carries 0.4597



Here is 11 unconnected molecules or ions with the total composition C43H51Cl8N7 at a distorted geometry from the Open Molecules 2025 dataset. Energies are from ωB97M-V/def2-TZVPD.

Computed properties:
- Gap between HOMO and LUMO (alpha / beta): 2.4 / 7.1 eV
- Largest force on an atom: 3.44 eV/A
- Expectation value of S²: 0.761
- HOMO energy (alpha / beta): -0.0129 / -0.1863 Eh
- LUMO (alpha / beta): 2.01 / 2.01 eV

The geometry in ORCA input format:
```
! RIJCOSX wB97M-V def2-TZVPD def2/J DEFGRID3
* xyz -1 2
H 0.79107 -1.05980 -0.52611
C 0.97624 2.64026 -2.82114
N -2.08418 0.52974 0.40652
H -4.40248 -4.29724 2.47461
C -1.53637 1.72560 0.74610
C 1.32495 3.66640 -1.91306
N -6.30709 0.47574 1.00469
H -8.19077 -0.26189 1.19993
H -1.70167 -2.66057 -4.02475
H 2.41399 -3.01605 2.82023
H -1.69736 -1.39399 -0.30912
C -3.98044 0.44125 3.93020
H -4.17258 -0.99585 5.56545
C -5.24435 0.55274 0.13984
C -7.54821 -0.57639 -0.85391
H -2.22869 2.45036 1.14837
Cl 2.20239 -1.82390 5.19239
H -4.35102 -0.06866 -1.79597
H -0.02604 2.25910 -2.94972
H -1.80746 6.79919 -3.01695
H -1.51259 -4.67304 -0.61366
H 0.33018 2.80795 1.09466
N -0.97507 7.17730 -1.06518
C 3.26203 -1.44234 -2.54804
C -5.22619 -0.00748 -1.16611
C 5.73218 1.59325 1.05550
C 1.03669 -0.05868 3.45580
H 5.13673 -2.65104 -0.02380
Cl -0.48278 -0.57399 -3.65931
H -0.55580 7.40522 1.00743
H 0.79633 -2.85308 -2.26662
Cl 1.97988 -5.74921 2.96941
H 1.76568 1.02018 0.29285
H -6.00329 -3.31615 0.74233
C 0.12712 -0.26932 -0.20875
H -3.70916 4.71085 0.12861
H -1.56095 -2.13000 -2.41419
H -3.79867 0.42599 2.85557
C 4.16484 -1.57800 -3.57540
C 4.80986 -2.34992 -1.00812
C -6.42499 -0.49558 -1.67435
C 0.12557 -3.22947 -3.03897
H -3.69809 5.33929 -2.26376
H 2.93912 -1.73757 -0.41151
C -2.98488 5.42888 -0.22672
H 1.77011 1.29036 -4.29865
H -8.43758 -1.05821 -1.23243
H 0.03936 -0.86352 5.30261
C 5.14955 1.11723 -0.07978
Cl 0.95448 -3.43104 -4.65020
N 7.02377 1.84111 -1.39986
N -3.20180 -3.61528 -1.17080
C -0.97083 -2.26206 -3.32106
H 4.17724 0.65140 -0.01640
H 0.93795 -0.93762 2.81876
C 5.69187 -2.55732 -2.12915
H 2.27273 -1.03149 -2.68550
C -2.90685 5.68450 -1.61479
H -2.37503 5.88503 1.75874
H 4.13911 1.84961 -3.73024
H 8.50335 2.87709 -0.32286
H 0.55056 4.22203 -1.40512
Cl -2.46332 -1.77202 4.09933
C 6.96154 2.27096 1.00060
C -4.43128 -3.22611 -0.74433
H 3.62233 -5.50097 1.40116
N 2.59246 4.09581 -1.64414
C 2.01012 2.02423 -3.54351
H -6.36285 -0.91753 -2.66657
C 3.31063 -4.87896 2.24024
C -2.44954 -4.28115 -0.24629
C -7.42122 -0.12960 0.45382
H 3.80679 -1.38253 -4.57539
H 4.17215 -4.88816 2.90792
C 2.79524 -3.47619 1.90863
C 3.58362 -1.83411 -1.27273
H -4.85334 -1.48734 4.01080
C -1.21153 6.96395 0.27142
Cl 2.58748 0.66202 2.96774
C -1.25564 -0.44406 -0.04659
N 5.35575 -2.23523 -3.40830
C 3.34072 2.33935 -3.19254
H 0.18401 0.57023 3.19985
H 4.65223 3.55968 -2.03208
H 5.20968 1.62896 2.00003
H -4.85282 1.01842 4.23672
C -2.87767 -4.52098 1.06639
Cl -2.62567 1.42272 4.61145
H 6.66286 -2.92412 -1.83075
Cl 1.41863 -3.46106 0.71850
C -4.97049 -3.49929 0.48509
H -2.21438 -5.03328 1.74756
C -2.15375 6.02362 0.71077
H 7.42994 2.61279 1.91172
C 0.69357 0.89159 0.27158
H -5.12272 -2.83304 -1.47494
C 7.53510 2.40191 -0.26724
C -3.99795 -1.01077 4.48963
C -1.83815 6.58525 -1.95880
C -4.16374 -4.04806 1.45123
C 5.93895 1.10386 -1.23257
H 5.62469 0.59516 -2.13193
H 1.31654 0.32435 5.61071
H -0.20854 -4.22073 -2.73260
H -4.39759 1.06520 0.57202
C -0.12857 1.90310 0.72424
C 1.01878 -0.51195 4.97821
C 3.61282 3.38431 -2.26715
H 3.54276 -2.77228 1.54279
*
```

Mulliken atomic charge list, values in e, 4 entries: number 1, H, carries -0.1447; number 2, C, carries -0.2644; number 3, N, carries 0.2390; number 4, H, carries 0.4344



Here is a molecular structure, C43H51CrGeN6O2S3Si3 at a distorted geometry from the Open Molecules 2025 dataset. Energies are from ωB97M-V/def2-TZVPD.

Computed properties:
- Gap between HOMO and LUMO (alpha / beta): 4.7 / 5.3 eV
- Largest force on an atom: 1.07 eV/A
- Expectation value of S²: 0.837
- HOMO energy (alpha / beta): -0.1997 / -0.2172 Eh
- LUMO (alpha / beta): -0.76 / -0.63 eV

The geometry in ORCA input format:
```
! RIJCOSX wB97M-V def2-TZVPD def2/J DEFGRID3
* xyz 0 2
H 4.76947 -1.93076 -2.06314
C -2.15881 3.36590 3.78287
C -3.01261 -4.81354 4.34147
O -0.21881 -3.07885 -2.18085
H 2.37643 -1.72216 -5.61575
H 2.45382 2.26545 -4.01053
H -5.11594 -0.19401 -1.97469
H 1.95064 -3.55279 -4.67270
H -6.78769 5.82387 3.65946
H 3.08391 3.06209 -0.01379
C -2.76691 1.42014 -1.53558
C -2.53069 2.40279 1.63714
H 2.30086 -0.83822 0.75600
C 1.95001 -4.10206 -3.72917
C -0.86205 -1.63744 -4.95410
S 4.63359 -2.15076 1.46466
H -0.39631 -3.01471 3.15208
H -1.81409 -1.31729 -4.52468
H -5.06102 -4.51474 3.77015
C 4.02843 -1.31792 2.85507
C 5.88378 -2.89907 2.36023
H 3.96035 2.86029 -3.30780
C -3.75018 -3.17004 2.74816
N 1.00757 0.52817 1.57331
N -1.38240 1.74313 1.64052
C 1.95952 -0.71995 -5.72981
S -5.22773 3.82192 1.11192
H -7.33298 5.04533 1.20854
H 1.65882 1.93198 5.89402
C -0.82723 2.57227 -1.99821
H 0.23692 2.65804 -1.84685
H -2.46148 3.98140 4.62034
C 1.03272 1.95212 5.00981
H 0.52245 2.09507 -4.52408
C -0.57065 1.89319 2.72160
S -0.79587 -2.17339 -1.16025
C -3.47914 2.24695 -2.41869
H -3.24257 -5.61755 5.02931
C 2.26136 2.74168 -0.65654
H -0.97979 -1.70384 -6.03834
H 1.62323 -0.61228 -6.76331
H 2.76853 -0.00426 -5.56455
C -2.09795 -1.66164 1.62844
C -0.08550 2.70283 4.97405
H 2.66198 -4.92613 -3.82487
H -4.53394 -2.67715 2.19144
C -3.38887 0.35126 -0.81935
C 2.54428 0.33180 3.91304
C -1.41168 -3.36146 3.29399
C 3.32513 1.97856 -3.41920
H 3.13508 0.26624 4.81752
N -1.43629 1.61956 -1.28596
C -2.97862 3.24274 2.66188
C 4.56004 0.89228 -0.94078
H 5.23068 1.73121 -1.14276
H 4.89010 -3.66082 -2.39692
H -0.28602 1.43776 -5.94672
H 1.38746 -3.34859 -0.04283
N -2.56574 -0.26867 -0.00410
C 1.43477 1.15560 3.88645
H 3.88426 1.23775 -3.99744
H 6.56321 -3.57105 1.86127
H -0.37002 3.30876 5.82591
C 4.79577 -1.63069 3.95001
H 4.61263 -1.23612 4.93904
C -6.45628 4.81019 1.78990
H 4.47400 -2.53478 -3.68973
C 0.65137 1.19605 2.71289
C -4.26115 3.92333 2.55658
Si 0.52462 -0.42910 -4.51953
H 1.69968 -4.87541 -0.86117
H -4.53920 2.08034 -2.55191
C -2.43204 -2.74931 2.57080
H 1.97862 3.59727 -1.27272
N -3.04078 -1.24494 0.80572
H -0.90448 -4.86970 4.72831
C -1.70193 -4.39179 4.17321
H 3.01600 -4.01976 -0.04946
H -5.46713 0.82022 -0.56616
N 0.03687 -0.84502 -1.07103
Cr -0.72297 0.34683 0.29947
C 2.87619 -0.42580 2.79550
Si 2.46979 -2.99095 -2.28406
C -6.14692 5.20025 3.05339
C 2.11823 -3.89011 -0.64959
C -0.14931 1.30830 -4.87007
C -2.83438 3.26424 -3.08056
H 6.55346 -2.88571 4.40494
H -0.90085 4.16460 -3.42234
C -4.03542 -4.19590 3.63294
H 5.02041 -0.00204 -1.35859
H -3.36970 3.92499 -3.74947
Ge 1.50637 -0.72316 -2.30515
Si 2.86644 1.27123 -1.71420
H -5.03382 -0.88407 -0.34075
C 2.06745 -0.26654 1.64941
H 1.42204 2.49060 -0.00591
C -0.95118 2.68148 3.83178
H 0.95444 -4.51428 -3.58080
H -0.64385 -2.62985 -4.56513
C 4.32897 -2.75067 -2.62815
C -4.84087 0.00296 -0.93619
C 5.84919 -2.52839 3.66776
C -4.89811 4.69682 3.48945
H -1.11459 1.45835 -4.38633
H -3.15987 2.26163 0.76645
H -4.49129 4.89953 4.46962
O -0.91120 -1.17807 1.62895
C -1.46359 3.41525 -2.88369
H 4.49856 0.77068 0.14024
*
```

Mulliken atomic charge list, values in e, 4 entries: number 1, H, carries 0.1513; number 2, C, carries -1.1882; number 3, C, carries -0.3395; number 4, O, carries -0.4625



Here is a molecular structure, C43H51IN5P2RbS2Si from the Open Molecules 2025 dataset. Energies are from ωB97M-V/def2-TZVPD.

Computed properties:
- Relative energy (zero: lowest compared OMol25 entry of this formula, charge and spin): 0.00 kJ/mol
- Gap between HOMO and LUMO: 6.7 eV
- Largest force on an atom: 0.13 eV/A
- HOMO energy: -0.2414 Eh
- LUMO: 0.15 eV

The geometry in ORCA input format:
```
! RIJCOSX wB97M-V def2-TZVPD def2/J DEFGRID3
* xyz 0 1
H -4.39906 -2.44902 -0.19928
C -3.22697 2.91256 0.11030
H 1.06330 0.82269 7.32919
C 6.21200 -4.26432 0.98683
Si -5.85299 -0.67597 -1.14526
C 5.01231 -4.75654 0.49132
H -6.42953 1.93327 0.12841
H -0.94724 4.06318 -1.66352
H -6.03996 -3.06173 -0.48594
I 2.57404 -1.18481 -6.55600
C -3.37453 0.80086 -0.83461
C 1.22513 0.77166 -4.69884
H -0.79303 5.60205 0.13116
C -1.63047 -0.37465 2.10398
C 6.35685 -2.90628 1.23002
H -5.97402 -0.10768 -3.55280
H 2.48190 4.98535 -1.23042
H 4.89999 -5.81582 0.29887
P 2.72687 -1.32986 0.25998
C -5.45942 -2.20543 -0.13305
C -2.89317 -0.94908 2.19597
C 1.09098 0.32287 5.24880
H -5.01200 3.86412 0.82241
C -0.01437 -3.40975 -2.81563
H 4.38812 3.48785 -1.41121
H -8.29535 -1.04005 -1.04508
C 2.85925 -0.22128 6.78450
H -2.57078 3.73051 0.39997
C 2.32684 4.09772 1.33677
H -0.03769 -2.41766 0.41457
H -0.52294 -1.63566 -6.30014
C 2.41501 4.16534 -1.94353
C 3.95641 -3.89242 0.24026
N -2.62704 1.86742 -0.46347
C 0.14860 5.13397 -0.15917
C 3.03458 -0.85196 4.46907
H -4.80128 -1.40261 -3.27148
H 7.29292 -2.51939 1.61183
C -0.30952 -0.79000 -5.65995
N 1.92918 -1.50112 1.75221
P 1.10760 -0.20895 2.51096
S -2.55817 -0.56594 -1.52202
C -7.63893 -0.21365 -0.76070
H 7.03569 -4.93982 1.17864
C -2.00688 -2.63316 3.66909
C 3.20187 2.90208 0.94943
C 0.34829 -2.59863 -0.58238
H -2.33237 -0.52934 -4.96996
H 3.58943 -1.32422 3.66710
H 1.64054 -3.18342 -4.16987
C -0.47866 -3.19257 -1.53082
N 1.04714 3.69501 -1.98873
S 0.52592 3.91199 1.13419
H 3.27114 -0.19997 7.78514
H 2.62307 5.00045 0.80485
H 0.11889 0.76503 5.05900
H 5.41871 -0.97824 1.15501
C -0.00126 4.60746 -1.58930
N 0.25595 1.37632 -4.01113
H 4.52889 -1.27393 5.94693
C 1.64224 -2.21423 -0.91703
C -4.58085 2.99243 0.35003
C 2.09298 -2.41431 -2.22607
H 0.82221 3.21524 -2.85344
H -4.05845 -2.53430 3.03967
H 1.79839 -2.43941 2.11769
C 1.61996 0.35322 6.52821
N 2.95285 2.31381 -0.35110
H 4.24791 3.23612 1.06401
H 2.22879 1.16560 -4.58008
H 2.50186 4.29685 2.39506
C -1.31287 -0.17158 -4.93865
C 5.30316 -2.04155 0.97297
C -5.35874 1.90323 -0.04083
H 0.90431 5.91761 -0.09422
C 3.38308 3.05031 -1.52820
H -2.15511 -3.51331 4.28200
H 3.02282 -4.27901 -0.14972
C 4.09249 -2.52560 0.48187
H -7.79950 -0.02056 0.30258
C -0.75161 -2.05890 3.57739
H -0.09487 5.49304 -2.24075
Rb 0.17971 1.07863 -0.77812
H -1.75037 1.39884 -3.54059
H 3.03682 2.11077 1.68414
H -5.71684 -2.04178 0.91719
C 1.27583 -3.02005 -3.16338
H -3.71609 -0.51779 1.64018
C -5.77995 -1.02163 -2.98570
C -4.78726 0.79113 -0.63580
H -1.50441 0.50385 1.48114
C 3.56383 -0.82263 5.75384
H -6.54407 -1.75453 -3.25910
C 1.79088 -0.28602 4.20616
H -1.49349 -3.45281 -1.26224
H 3.09639 -2.10750 -2.50635
C -0.54994 -0.92551 2.78472
H -7.96222 0.66858 -1.31837
C -0.98665 0.90875 -4.13108
H 3.33286 1.37591 -0.36132
C 0.98529 -0.30481 -5.53291
H -0.65932 -3.86841 -3.55456
H 3.44722 2.32959 -2.34915
C -3.07888 -2.07768 2.97472
H 0.07743 -2.48455 4.13340
H 2.76245 4.58016 -2.90063
*
```

Mulliken atomic charge list, values in e, 4 entries: number 1, H, carries 0.0517; number 2, C, carries -0.2616; number 3, H, carries 0.4061; number 4, C, carries -0.4706